(1)
110
Properties=species:S:1:pos:R:3:forces:R:3 method="wB97M-V/def2-TZVPD" total_energy_ha=-4393.48428 multiplicity=2 e_above_lowest_kcal_mol=100.1 total_charge=+2 gap_ha="0.1125 / 0.2406"
H -1.517 -2.212 3.746 0.7 -0.2 -0.4
H 4.035 2.701 -4.751 -0.2 0.3 0.1
C -0.684 -0.346 -2.155 -1.2 -3.7 -1.2
C -2.081 -1.311 3.598 -0.2 -0.6 0.3
H -2.769 5.760 -4.571 0.1 0.0 -0.3
H 1.661 -6.489 -4.106 0.2 0.4 0.1
H 2.625 1.455 3.131 0.4 0.9 -0.6
C 5.574 2.264 1.691 0.0 0.7 0.1
C -0.557 3.144 -2.749 -0.2 1.7 2.0
C 0.181 6.575 2.972 1.1 -3.4 0.1
C 1.573 -2.250 3.267 -0.3 -0.5 -1.2
C 3.657 0.087 -2.711 -0.4 0.2 0.5
H 3.461 -5.262 -2.544 -1.0 0.1 0.6
C -3.311 -1.313 4.241 -1.3 0.9 0.7
H -1.509 4.063 -5.997 0.4 -0.5 2.3
C -1.673 -0.208 2.880 0.8 1.3 0.2
C -1.252 4.128 -2.057 0.3 -0.2 -0.6
H -0.402 3.257 3.491 0.4 0.3 -0.1
H 1.955 0.030 6.320 0.1 0.2 0.0
H -6.206 -1.881 0.182 0.0 0.7 0.2
C -3.920 -4.234 0.944 1.7 1.0 -0.5
H -3.931 -2.297 -2.578 0.7 -0.4 -0.9
H 6.651 2.217 1.903 -0.6 0.0 -0.3
C -4.115 -0.150 4.235 0.5 0.2 -0.7
C -0.654 3.086 -4.090 -0.3 -0.2 -3.8
H 1.818 -0.457 -1.794 -0.1 -0.5 0.5
C -1.415 4.032 -4.839 -0.8 0.9 0.2
C -2.126 5.034 -4.098 1.0 -1.3 -1.5
N 0.734 2.662 -0.444 -0.2 0.2 1.2
C -0.094 5.377 3.656 -0.7 0.8 -0.6
C 4.664 1.846 2.642 -0.2 -0.2 -0.1
H 4.943 1.394 3.578 0.4 -0.1 0.1
N -1.945 -2.995 -2.384 -0.6 0.5 0.3
H 0.580 0.750 4.435 0.3 0.2 -0.2
H -1.798 -3.900 0.971 0.0 0.3 -0.7
C 0.876 6.441 1.745 -0.5 0.4 1.0
N -2.806 -2.212 0.033 -1.6 -1.5 2.9
S 0.252 1.923 -1.760 -1.1 0.4 -0.5
S -0.258 -0.759 -3.716 0.0 1.0 0.9
N -7.357 -5.089 1.174 1.7 1.1 -0.2
H -4.079 -0.553 -0.350 0.2 -1.1 0.5
C 1.886 -0.599 5.446 0.2 -0.1 0.2
H -3.732 -5.283 1.227 -0.5 0.7 0.1
C -2.754 -3.474 0.664 -2.3 0.3 -0.3
C -1.996 5.066 -2.735 -0.3 0.4 0.9
C 0.676 4.036 1.847 0.0 0.9 -2.1
H 1.513 5.130 0.227 1.2 -0.1 -1.6
N -0.332 -1.052 0.683 1.7 1.0 2.1
H -2.756 -5.599 -5.362 0.2 1.2 1.0
C -0.004 4.150 2.991 -0.6 -1.0 3.0
H -3.663 -2.146 4.892 0.5 0.5 -1.0
N -0.875 0.854 -1.620 2.1 2.5 1.4
C 1.657 -3.168 -0.584 0.7 -0.1 0.8
C 2.193 -2.731 4.422 -0.2 -0.3 -0.2
C -0.254 -5.648 -4.383 1.9 -0.9 0.3
H 1.890 3.504 -3.435 1.0 -1.6 -0.4
C -6.398 -4.450 1.003 -0.7 -0.1 -0.3
C 2.382 0.316 -2.261 -0.8 0.6 -0.4
C -5.195 -3.639 0.742 0.4 -0.6 0.6
C 1.178 -0.150 4.340 -0.4 0.4 1.1
C 3.736 2.874 0.187 -0.6 1.0 0.1
C 0.260 -3.883 -2.250 0.6 -1.4 -0.6
C 3.298 1.967 2.408 0.0 -1.0 1.1
N 0.452 -3.101 -1.119 -1.1 -0.2 -1.2
S 1.051 2.476 1.109 -0.5 -1.5 -2.1
H 5.350 0.903 -3.804 -0.1 -0.3 -0.1
C 5.087 2.848 0.507 0.5 -0.2 -0.3
H 3.452 3.287 -0.828 -0.1 -0.6 1.5
C -3.593 1.056 3.664 -0.7 -0.6 0.5
H -0.033 7.434 3.529 0.1 1.6 0.1
H -0.404 5.405 4.702 -0.3 0.0 -0.5
C -5.231 -2.286 0.387 1.2 -0.4 -0.5
H -4.087 2.039 3.858 0.3 -1.1 -0.6
Al -1.158 -1.820 -0.832 1.5 -0.4 -2.2
H -0.196 2.277 -4.661 0.1 0.1 0.2
H 2.386 -3.805 4.531 0.4 0.6 -0.4
C 2.582 -4.745 -2.088 -0.4 -1.5 -2.6
H -4.344 -3.724 -4.705 0.7 0.0 1.1
C 2.843 2.516 1.240 -0.1 -0.9 -1.5
C -1.009 -3.851 -2.868 0.6 -1.4 -0.6
C -1.271 -4.785 -3.940 -0.9 0.5 0.0
C 2.732 -3.959 -1.003 0.7 1.9 1.7
H 3.238 -2.115 6.210 -0.9 -0.2 0.2
C 0.972 -5.717 -3.765 -0.7 0.2 -0.8
H -0.445 -6.279 -5.258 0.0 0.1 0.5
C 1.753 1.523 -2.566 0.8 -0.4 0.4
C -2.533 -4.837 -4.560 1.1 0.4 0.5
C 2.394 2.483 -3.334 -1.2 1.0 -1.0
C 1.109 -0.923 3.213 -0.5 -1.0 -0.6
H 1.751 -2.557 0.282 0.3 0.5 0.6
C 4.324 1.007 -3.473 -1.2 1.3 -1.8
H 4.036 -0.865 -2.503 1.0 -1.2 0.4
H -1.996 1.859 2.397 -0.3 -0.2 0.4
C 1.114 5.199 1.180 -0.9 0.1 1.5
H 3.724 -3.855 -0.509 -1.0 -0.1 -0.3
H 1.310 7.346 1.366 -0.1 0.1 -0.8
C -4.020 -1.590 0.069 -0.7 -0.7 -1.1
N 0.401 1.331 1.917 0.1 0.6 -0.2
H 1.471 -2.937 2.390 -0.1 0.7 0.9
C 3.554 2.085 -4.004 1.6 0.3 1.7
H -1.208 4.116 -1.009 0.1 0.3 1.3
C 2.462 -1.866 5.479 0.5 0.4 -0.6
C 1.319 -4.802 -2.719 -0.7 0.7 0.8
C -3.398 -3.837 -4.111 -2.4 1.1 -0.5
C -2.407 0.996 2.936 0.7 -0.3 -0.2
H -2.473 5.863 -2.168 -0.1 -0.2 -0.1
C -3.150 -2.940 -3.050 0.7 -1.4 0.2
H -5.157 -0.241 4.599 0.9 0.5 0.2
H 5.789 3.299 -0.202 -0.2 -0.5 0.2
S -0.039 -0.293 1.922 -2.2 -0.5 -0.9



(2)
15
Properties=species:S:1:pos:R:3:forces:R:3 method="wB97M-V/def2-TZVPD" total_energy_ha=-1748.62781 multiplicity=2 e_above_lowest_kcal_mol=0.0 gap_ha="0.1736 / 0.1849"
H 0.201 -1.474 -2.606 0.0 0.1 0.4
H -1.450 1.922 0.043 0.3 -0.4 0.2
C -0.399 0.120 -1.301 -0.6 0.1 -1.3
F -0.859 -1.437 2.430 1.8 0.0 -1.0
C -0.618 1.534 0.639 0.1 0.5 0.0
C -0.301 1.984 1.853 -0.2 -0.2 -0.4
C 0.519 -1.055 -1.633 0.4 1.4 -1.3
Li 0.147 -3.726 -0.787 0.0 0.2 0.0
H -0.923 2.748 2.317 0.2 -0.3 -0.1
Lu 0.861 -1.256 1.278 -2.3 0.7 0.8
O 0.147 0.594 -0.018 0.7 -0.3 1.3
H 0.557 1.597 2.405 -0.1 0.2 -0.1
H 1.565 -0.696 -1.781 -0.2 -0.1 0.1
F 0.054 1.158 -2.226 -0.1 -0.7 0.5
O 0.501 -2.014 -0.613 0.0 -1.2 0.8



(3)
96
Properties=species:S:1:pos:R:3:forces:R:3 method="wB97M-V/def2-TZVPD" total_energy_ha=-2119.24046 multiplicity=1 total_charge=-1 gap_ha=0.1193
O -5.849 -0.026 4.006 -0.1 -0.1 0.1
H 4.324 -3.343 4.660 0.0 0.1 -0.1
H -6.356 1.580 6.768 0.2 0.0 0.1
C 2.554 -1.643 -2.614 -0.1 -0.6 0.2
H 3.140 -1.274 -5.184 0.0 -0.1 0.0
H 1.403 -2.600 -11.446 0.1 0.1 0.1
O 2.163 -0.661 -3.449 0.1 0.6 -0.2
H -0.453 -2.527 -13.095 0.0 0.0 0.0
H 1.002 -1.651 -0.189 -0.3 -0.8 -0.5
H 1.873 -3.600 -3.075 0.0 0.0 0.1
C -4.630 2.928 5.467 0.2 0.1 0.2
C 2.795 -3.024 -3.157 0.4 -0.2 -0.4
H -1.389 -1.485 -12.014 0.0 -0.1 0.0
H -5.567 -0.013 6.829 0.0 0.0 0.0
O 0.573 -1.343 -10.107 0.5 -0.1 -0.1
H 3.936 -1.332 1.979 -0.1 0.0 0.0
H -5.167 0.534 -2.134 0.0 0.0 0.0
C -5.372 0.676 1.191 0.0 -0.1 -0.5
H 0.113 -0.893 -12.699 0.1 -0.1 0.0
H -1.126 -2.879 -1.339 -0.1 0.1 0.3
H 3.564 -3.500 -2.552 -0.2 0.0 0.2
H -5.533 2.112 -1.400 -0.1 -0.2 0.1
H -2.646 2.356 6.067 0.0 0.1 0.0
H -3.998 2.185 1.823 0.1 -0.1 -0.1
H -0.050 -3.237 -10.714 -0.1 0.1 0.0
C -5.640 0.786 4.861 0.0 -0.4 0.3
C 0.398 -2.330 -11.124 -0.1 0.0 -0.2
O -3.376 1.478 0.041 0.3 0.3 0.4
C 6.169 -3.215 3.513 0.0 0.1 -0.2
O 2.624 -1.426 -1.442 0.6 0.5 -0.1
H 5.480 4.196 4.407 -0.1 0.0 0.0
H 6.356 -4.290 3.523 0.0 0.0 0.0
H -2.619 -1.764 0.979 -0.1 -0.3 0.0
H -1.830 -3.262 1.469 0.3 0.2 -0.2
H 3.222 7.271 4.528 0.1 0.1 0.2
H -2.108 -1.861 -8.279 0.0 0.2 0.0
C 5.002 3.288 4.782 0.2 0.3 -0.1
C -1.041 -2.324 -0.384 -0.1 -0.5 -0.2
H -5.847 0.298 0.282 0.0 0.1 0.0
H -1.763 -2.610 -9.820 -0.1 0.1 -0.1
H 5.718 -2.952 2.557 -0.1 -0.1 0.0
H -1.147 -1.264 -0.653 0.1 -0.2 0.1
O -2.445 1.307 -1.930 0.2 0.1 -0.2
H 3.565 5.690 3.865 0.2 0.0 0.0
C -4.461 1.847 0.896 -0.2 -0.1 0.1
H -5.585 3.248 5.890 0.0 -0.1 0.0
H 0.089 -0.893 -5.113 0.0 0.1 0.0
H 4.853 6.593 4.693 0.0 0.0 0.0
C -1.721 -1.668 -9.277 -0.1 -0.6 0.1
H 2.402 -1.134 2.840 0.0 0.0 -0.2
H -4.805 -0.147 1.621 0.0 0.1 0.1
N 0.522 -2.535 1.594 0.0 -0.8 -0.2
C -4.796 1.544 -1.963 -0.3 0.5 -0.1
H -2.978 -3.288 0.125 0.2 0.3 0.0
H -6.149 0.967 1.891 0.0 0.0 0.0
H -7.198 0.175 6.158 0.1 -0.2 -0.1
C -6.217 0.637 6.244 -0.4 0.4 0.2
C 3.413 5.802 6.042 0.2 0.1 -0.1
H 7.125 -2.691 3.574 0.0 0.0 0.1
C 0.409 -2.511 0.183 -0.4 2.0 1.6
H 5.574 2.961 5.651 -0.1 -0.1 0.0
C 3.560 3.529 5.164 0.2 -0.3 -0.2
F 0.927 -3.702 -0.385 0.2 -0.3 -0.2
H 0.439 -1.573 1.919 0.1 0.1 -0.2
H 5.767 -3.083 5.613 0.0 0.2 0.0
O -4.808 1.806 4.599 0.1 0.4 -0.4
C 3.790 6.358 4.694 -0.4 0.0 -0.4
H -2.357 -0.933 -9.770 0.0 0.0 0.0
H 2.283 0.249 -5.244 0.0 0.0 0.1
C -3.589 2.647 6.530 0.0 -0.1 0.1
H 5.065 2.520 4.014 -0.1 -0.1 0.1
C -2.175 -2.697 0.599 -0.3 0.1 -0.3
H -3.421 3.532 7.145 0.0 0.0 0.0
C -0.332 -1.102 -9.144 -0.5 0.2 0.1
H -5.002 2.705 0.488 0.0 0.0 -0.1
C 5.280 -2.819 4.673 0.1 -0.2 -0.1
C -3.448 1.461 -1.295 -0.1 -0.3 -0.1
H 2.947 3.829 4.312 0.0 0.1 0.0
H 0.876 -2.460 -5.058 0.1 0.0 0.0
O 3.149 6.529 6.963 -0.1 0.1 0.2
C 3.417 -1.511 2.921 -0.2 -0.1 0.5
C -0.380 -1.781 -12.302 -0.1 0.1 0.0
H 3.148 -3.038 -4.188 -0.2 0.0 0.0
H 3.330 -2.581 3.088 0.0 0.0 -0.2
O 5.086 -1.406 4.724 0.3 0.1 0.7
O 3.449 4.483 6.235 -0.3 -0.2 0.2
H -4.287 3.741 4.828 0.0 -0.1 -0.1
H -3.892 1.826 7.181 -0.1 0.1 0.0
C 4.128 -0.776 4.021 -0.4 0.0 -0.8
O 3.917 0.389 4.251 0.2 0.1 0.3
H 1.012 -1.461 -6.512 0.0 0.1 0.0
C 0.980 -1.437 -5.426 0.0 -0.3 0.1
H 3.130 2.604 5.542 0.0 0.1 0.1
H -4.673 2.046 -2.921 0.1 -0.2 0.0
O -0.039 -0.384 -8.232 0.2 0.2 -0.1
C 2.221 -0.773 -4.870 -0.2 -0.1 -0.1



(4)
10
Properties=species:S:1:pos:R:3:forces:R:3 method="wB97M-V/def2-TZVPD" total_energy_ha=-301.44185 multiplicity=1 e_above_lowest_kcal_mol=28.5 gap_ha=0.3837
N 0.492 1.269 0.415 -0.3 -0.1 -0.1
H -1.091 2.073 -0.675 0.1 -0.1 0.1
N 0.397 -0.853 -0.537 -0.2 -0.1 0.1
H 0.328 -1.858 -0.442 -0.1 0.0 0.1
C -0.841 -0.230 -0.659 -0.4 -0.3 0.1
H 0.286 -0.479 1.481 0.7 0.2 0.2
C 0.896 -0.126 0.630 0.3 -0.1 0.3
H 1.962 -0.238 0.819 -0.1 0.1 -0.1
C -0.510 1.209 -0.365 0.0 0.2 0.1
O -1.920 -0.768 -0.666 0.0 0.3 -0.8



(5)
17
Properties=species:S:1:pos:R:3:forces:R:3 method="wB97M-V/def2-TZVPD" total_energy_ha=-557.74362 multiplicity=1 e_above_lowest_kcal_mol=16.8 gap_ha=0.3521
S 0.172 1.456 1.661 0.4 -1.2 -0.4
C -0.940 -2.015 -2.681 0.0 0.7 -0.4
H 0.397 -0.236 -2.438 -0.1 -0.6 0.9
H -0.761 -3.075 -2.831 0.2 -0.1 0.5
H -1.271 0.253 3.162 0.1 0.3 0.1
H 1.383 0.840 -0.385 -0.3 0.0 -0.1
H -0.722 -0.903 2.039 0.9 0.4 -0.2
C -1.006 0.152 2.110 -1.1 -0.8 0.6
H -1.968 0.122 1.586 0.2 0.7 -0.3
C 0.282 -1.165 -3.010 0.6 1.5 -1.0
H 1.153 -0.584 0.659 -0.6 0.1 -0.1
H -1.265 -1.732 -1.682 -0.2 -0.6 0.1
C 1.359 0.485 0.642 0.4 -0.2 0.0
H 0.261 -0.616 -3.968 -0.3 -1.0 -0.4
H 1.231 -1.692 -3.006 0.0 -0.1 0.2
H -1.754 -1.807 -3.372 -0.2 0.3 0.0
H 2.399 0.500 0.983 -0.2 0.6 0.4